ORCA calculation (ωB97M-V with the def2-TZVPD basis set) on a cluster of 7 separate species, C14H28Br14 in total at a distorted geometry.

- Relative energy (zero: lowest compared OMol25 entry of this formula, charge and spin): 222.7 kJ/mol
- HOMO energy: -10.1 eV
- Orbital gap: 10.3 eV
- LUMO energy: 0.17 eV

```
! RIJCOSX wB97M-V def2-TZVPD def2/J DEFGRID3
* xyz 0 1
Br -5.71346 8.28343 -3.90012
C -5.94568 7.62917 -2.05584
C -6.72490 6.27635 -1.96865
Br -8.56901 6.46797 -2.72365
H -6.49839 8.40098 -1.52019
H -4.93849 7.63475 -1.63911
H -6.75352 5.80541 -0.98606
H -6.18248 5.53614 -2.55686
Br 1.75633 5.92458 -11.09465
C 1.29614 4.82005 -9.48493
C 0.08758 5.53570 -8.79710
Br -0.48567 4.29584 -7.34464
H 2.17629 4.86154 -8.84329
H 1.10501 3.80237 -9.82541
H -0.75139 5.65963 -9.48184
H 0.33251 6.52130 -8.40126
Br -1.10382 -10.99320 9.58150
C -0.66002 -10.03937 8.00627
C -1.16812 -8.64882 8.18126
Br -0.61529 -7.43412 6.67127
H -1.02201 -10.63205 7.16616
H 0.42762 -9.98852 7.95564
H -0.81753 -8.20141 9.11132
H -2.24746 -8.76275 8.28193
Br -2.63210 1.77932 1.72268
C -1.53020 0.64417 0.41894
C -1.66668 -0.84823 0.77715
Br -0.31555 -1.78104 -0.34140
H -0.52092 1.04134 0.52713
H -1.92957 0.85960 -0.57212
H -2.66683 -1.27962 0.73595
H -1.34252 -1.15111 1.77278
Br -2.24300 -1.77042 10.26073
C -0.54024 -0.96103 9.50529
C -0.82680 0.02467 8.38587
Br 0.76846 0.05211 7.14957
H 0.12061 -1.78296 9.22996
H 0.01152 -0.42325 10.27630
H -1.03724 1.05799 8.66166
H -1.64121 -0.36678 7.77629
Br 7.32233 1.06573 1.18920
C 6.75652 2.96542 1.35694
C 7.94355 3.85820 1.01663
Br 7.43427 5.76290 1.16063
H 6.31339 3.10161 2.34345
H 5.88383 3.12140 0.72276
H 8.25520 3.76047 -0.02329
H 8.77606 3.74868 1.71164
Br 2.91698 -6.81604 -6.00397
C 1.67158 -6.38133 -7.47154
C 1.42244 -4.87839 -7.50334
Br 0.42610 -4.48008 -9.21038
H 0.82782 -7.06654 -7.38997
H 2.08780 -6.71929 -8.42056
H 2.32677 -4.30586 -7.29718
H 0.64315 -4.58651 -6.79934
*
```

---

ORCA calculation (ωB97M-V with the def2-TZVPD basis set) on a structure of composition H14O27Pb2S5Zn2 at a distorted geometry.

- HOMO energy: -2.7 eV
- Orbital gap: 5.0 eV
- LUMO energy: 2.38 eV

```
! RIJCOSX wB97M-V def2-TZVPD def2/J DEFGRID3
* xyz -2 1
Zn 21.06384 9.68451 20.82363
Zn 19.36936 6.35079 18.41873
Pb 17.42256 10.93583 19.79794
Pb 22.68565 10.79371 17.74751
S 19.84765 9.44854 17.67933
O 19.57706 8.03080 17.45946
O 18.60139 10.21788 17.89613
O 20.74033 9.69628 18.83179
O 20.59507 10.00668 16.53711
S 22.03645 6.51671 20.40514
O 21.76345 7.83694 21.02592
O 23.37905 6.40887 19.84625
O 21.78189 5.44458 21.36807
O 21.07417 6.37102 19.26048
S 18.21908 8.09996 21.07515
O 18.09596 7.49442 22.37380
O 18.62942 7.16881 20.00448
O 16.92945 8.75976 20.67213
O 19.18230 9.22555 21.00940
S 20.31697 12.77408 19.99648
O 18.94431 12.84792 19.37311
O 20.54828 13.95252 20.80828
O 20.29175 11.55913 20.85931
O 21.34366 12.64987 18.93040
S 24.31089 10.33926 20.52096
O 24.63696 10.43250 19.04592
O 24.87514 11.46108 21.25701
O 22.82197 10.43423 20.49284
O 24.79458 9.06729 21.01511
O 19.05419 13.12767 16.57297
H 19.53081 12.29162 16.62024
H 19.39023 13.53821 15.76996
O 17.15836 10.53253 15.55408
H 16.48918 11.20328 15.71826
H 17.57114 10.36630 16.43167
O 20.56091 5.52377 16.80082
H 21.33339 5.00198 17.06136
H 20.55013 5.53525 15.83288
O 22.93094 8.28893 17.09607
H 23.33261 8.00818 16.26842
H 22.54326 7.48904 17.49374
O 19.43171 7.21702 14.48254
H 18.53794 7.12775 14.82672
H 19.95965 7.47009 15.25154
O 19.74503 11.08719 14.12622
H 20.08240 10.77173 14.98633
H 18.78826 11.02121 14.23098
O 17.65322 5.88718 17.42419
H 17.45291 5.30891 16.68047
H 16.83545 5.95696 17.93645
*
```

---

ORCA calculation (ωB97M-V with the def2-TZVPD basis set) on a structure of composition C12H23BiN2O2P2Se at a distorted geometry.

- Relative energy (zero: lowest compared OMol25 entry of this formula, charge and spin): 20.3 kJ/mol
- HOMO energy (spin up / spin down): -14.1 / -14.3 eV
- Orbital gap (spin up / spin down): 4.8 / 6.3 eV
- LUMO energy (spin up / spin down): -9.28 / -8.02 eV

```
! RIJCOSX wB97M-V def2-TZVPD def2/J DEFGRID3
* xyz 2 1
Bi -0.75879 -1.44939 -0.16229
P -1.61236 0.24678 -2.13369
C -0.39616 1.54470 -1.96432
C 0.28382 1.80786 -0.79972
N 0.26333 0.87627 0.23089
C 0.40586 1.34743 1.47323
C 0.67526 2.66852 1.72384
C 0.97604 3.56020 0.70301
C 0.89028 3.08202 -0.59868
C 0.15669 0.52154 2.69130
P 0.34424 -1.33454 2.41736
H 1.13873 3.71955 -1.44251
H 0.67566 2.93050 2.77114
H 1.22385 4.59772 0.96264
H 0.93303 0.73027 3.44332
H -0.85438 0.68345 3.10909
H 4.02381 -0.00507 -3.71985
H -0.10741 2.18217 -2.79441
H 3.37322 -1.99313 -0.95174
O 3.45995 -0.74813 -3.78256
H 2.76079 -0.54762 -4.43684
H 0.90607 -1.53374 -0.50026
O 3.37494 -2.69311 -0.30393
H 3.01254 -3.45674 -0.77060
C 2.13785 -1.55671 2.63191
H 2.44317 -1.29243 3.65591
H 2.36281 -2.60473 2.43563
H 2.68613 -0.98723 1.87692
C -0.37640 -2.22864 3.85498
H -0.24863 -3.30361 3.64387
H 0.13740 -1.94511 4.78575
H -1.45375 -2.01317 3.92558
C -3.22347 1.06069 -1.82430
H -3.49309 1.57628 -2.76032
H -4.03143 0.35563 -1.54190
H -3.07682 1.82899 -1.03095
C -1.57017 -0.39586 -3.85796
H -2.27479 -1.23131 -3.92653
H -1.90334 0.38987 -4.54004
H -0.56639 -0.74889 -4.11724
Se -5.80036 -1.38132 0.42563
C -4.03841 -1.18816 0.52504
N -2.85932 -1.07182 0.67361
*
```

---

ORCA calculation (ωB97M-V with the def2-TZVPD basis set) on a structure of composition C31H31N10NaO10P2SSe2.

- HOMO energy: -3.5 eV
- Orbital gap: 7.2 eV
- LUMO energy: 3.65 eV

```
! RIJCOSX wB97M-V def2-TZVPD def2/J DEFGRID3
* xyz -2 1
Na 0.50811 1.82338 -0.07290
O 4.79800 0.02056 -1.53140
C 4.05516 0.93298 -1.11068
O 3.32160 1.71467 -1.74521
C 4.02307 1.07098 0.42959
C 5.08175 0.54537 1.17091
C 5.07765 0.67150 2.54626
C 3.99892 1.29452 3.15494
C 2.98279 1.77600 2.34585
N 2.99072 1.68171 1.01380
C 1.78170 2.40201 3.00761
O 1.50387 2.15606 4.16695
O 1.11564 3.22940 2.23192
H 5.86844 0.04168 0.62739
H 5.89479 0.27994 3.14194
H 3.91286 1.40143 4.22727
Se -1.69040 4.24568 -3.52567
Se -0.79884 2.47086 -4.67920
C -1.46194 1.01598 -3.59255
C -2.14458 -0.02856 -4.20432
C -2.60353 -1.06506 -3.40125
C -2.40671 -0.99953 -2.03322
C -1.71540 0.09449 -1.52803
N -1.21338 1.06334 -2.29349
C -0.27140 4.70224 -2.29668
C -0.45886 5.84746 -1.53224
C 0.50974 6.15164 -0.59642
C 1.61826 5.32665 -0.47708
C 1.72086 4.22671 -1.31215
N 0.77756 3.91786 -2.21174
H -2.32922 -0.01053 -5.27010
H -3.14046 -1.89706 -3.84310
H -2.78437 -1.75064 -1.34814
H -1.57346 0.18123 -0.45935
H -1.35580 6.44515 -1.63493
H 0.38568 7.00877 0.05482
H 2.37691 5.50569 0.27287
H 2.54685 3.52339 -1.26088
N -1.44710 3.04492 3.23866
C -2.31289 2.13199 2.44840
C -3.68857 1.91014 3.09026
P -2.50802 2.95755 0.79398
O -3.18178 4.38214 1.32345
O -3.53911 2.26522 -0.01810
O -1.14308 3.30141 0.30415
P -1.41262 0.53959 2.39167
O -1.22660 0.32397 4.00266
O -1.13824 -2.48448 2.30377
O -0.05178 0.64679 1.78406
H -1.92075 3.93919 3.31940
H 0.15776 3.27513 2.56379
H -1.29429 2.66246 4.16724
H -4.18134 2.87473 3.23595
H -3.58636 1.42029 4.06226
H -4.30133 1.28746 2.44089
H -4.10263 4.34683 1.03595
H -0.33101 -0.00794 4.15668
S 2.65704 -4.49433 -2.27571
C 2.14772 -2.87764 -1.72327
C 1.82688 -2.66077 -0.39169
C 1.37265 -1.40268 -0.02124
N 1.24184 -0.40128 -0.89182
C 1.60036 -0.60727 -2.15560
C 2.05743 -1.83042 -2.62316
C 1.08102 -5.30302 -2.38850
C -0.06575 -4.66416 -2.84638
C -1.23160 -5.40410 -2.96246
N -1.32412 -6.70563 -2.69095
C -0.22364 -7.29689 -2.23879
C 0.99008 -6.64987 -2.05981
H 1.91520 -3.45200 0.34089
H 1.06664 -1.18694 0.99605
H 1.53541 0.25180 -2.81315
H 2.33885 -1.95736 -3.65916
H -0.05966 -3.60914 -3.09091
H -2.14233 -4.92159 -3.30029
H -0.31314 -8.35179 -1.99537
H 1.84943 -7.18316 -1.67382
N -1.02756 -4.33604 0.70839
C -1.83748 -3.69092 1.68389
N -2.26305 -4.61443 2.69205
N -2.86248 -2.81740 1.16560
C -2.21078 -1.81805 1.72712
N -2.42641 -0.52725 1.77456
H -0.15074 -4.65022 1.10903
H -0.81491 -3.66743 -0.02296
H -1.47720 -4.87025 3.28028
H -2.94251 -4.13513 3.27069
*
```

---

ORCA calculation (ωB97M-V with the def2-TZVPD basis set) on a structure of composition C18H35F3O7Zn at a distorted geometry.

- Relative energy (zero: lowest compared OMol25 entry of this formula, charge and spin): 241.1 kJ/mol
- HOMO energy: -7.2 eV
- Orbital gap: 7.7 eV
- LUMO energy: 0.50 eV

```
! RIJCOSX wB97M-V def2-TZVPD def2/J DEFGRID3
* xyz 0 1
Zn -0.13309 -0.08543 0.63698
C -2.99131 -1.63500 0.19435
O -2.49737 -1.95299 -1.14567
O -1.88117 -1.09325 0.89743
C -4.36103 -0.73298 0.05458
F -5.21586 -1.19693 -0.89375
F -5.03837 -0.59245 1.17342
F -3.89022 0.47951 -0.31053
C -2.61748 -3.23384 -1.63705
C -1.56727 -3.27622 -2.76936
H -0.57691 -3.09018 -2.35381
H -1.52733 -4.24490 -3.26752
H -1.76202 -2.45863 -3.46341
H -3.64170 -3.32213 -1.99937
H -2.42029 -3.96768 -0.85558
H -3.31290 -2.57031 0.65247
C 3.67708 1.61598 -0.93429
C 2.83568 1.68088 0.32097
O 1.64834 0.98090 0.34967
H 4.37223 2.45218 -0.85926
H 3.09341 1.85298 -1.82382
H 4.15978 0.69630 -1.26489
H 2.64734 2.73652 0.51656
H 3.49741 1.36983 1.12935
C -2.03425 2.16073 -2.52290
C -0.88626 1.20281 -2.18695
O -0.94152 0.63667 -1.10060
C 0.18767 0.92979 -3.26206
H -2.73277 2.17881 -1.68634
H -2.68026 1.85466 -3.34576
H -1.66418 3.18112 -2.62270
H -0.11412 1.39667 -4.19964
H 0.31936 -0.12338 -3.51024
H 1.04586 1.55279 -3.01014
C 2.42644 -2.29624 -2.17277
C 2.08616 -2.21747 -0.67336
O 0.97221 -1.75266 -0.29613
C 3.20560 -2.61081 0.26943
H 3.50124 -2.47293 -2.21375
H 2.10959 -1.36156 -2.63546
H 1.87734 -3.10459 -2.65563
H 3.17479 -3.66128 0.55867
H 3.20048 -1.99763 1.17059
H 4.11861 -2.25308 -0.20654
C -2.82859 3.09825 1.21252
C -1.45327 2.70847 1.62870
O -1.03936 1.61053 1.50239
C -0.58609 3.85799 2.03777
H -3.39681 2.19026 1.41447
H -2.95738 3.38652 0.16925
H -2.98630 3.93394 1.89431
H 0.38373 3.46697 2.34542
H -1.17467 4.18920 2.89333
H -0.42491 4.65768 1.31486
C 2.51464 -1.54768 3.70956
C 1.36671 -0.58683 3.28721
O 0.69677 -0.87909 2.28004
C 1.01052 0.66575 3.98278
H 2.24743 -1.84617 4.72327
H 3.46937 -1.02991 3.61733
H 2.55575 -2.52552 3.22974
H 1.47746 1.59031 3.64329
H 1.48498 0.44588 4.93915
H -0.02907 0.95866 4.12965
*
```

---

no.,energy (eV)
1,-995566.2406
2,-217027.8645
3,-109637.0489
4,-232560.0975
5,-90133.8138